2 unconnected molecules or ions with the total composition C2H3ClF2O2S at a distorted geometry, computed with ωB97M-V/def2-TZVPD.

Geometry (Å):
C  1.69747  0.82366  -1.83904
C  1.16174  0.23314  -0.78399
O  -1.52337  -2.28553  0.76267
O  -1.61102  0.27802  0.92428
F  0.97376  1.67511  -2.60247
F  1.99675  -0.53014  -0.00798
S  -1.20872  -1.23205  1.68176
Cl  -2.92455  -1.17937  3.00920
H  -1.33044  1.08369  1.41714
H  2.56169  0.55960  -2.27957
H  0.20671  0.57387  -0.28201

As for the HOMO-LUMO gap: 9.60 eV. The calculation puts the total energy at -1286.5161 a.u. Its LUMO energy is -0.021 Eh. The energy above the lowest of the compared OMol25 structures with the same formula, charge and spin comes out at 53.4 kJ/mol.